Below is a cluster of 9 separate species, C27H63N9O9 in total, with properties calculated with wB97M-V/def2-TZVPD.

Summary:
Calculated total energy (eV): -60862.174
HOMO energy (hartree): -0.3182
Structure (SMILES): CNC(C)=O.CNC(C)=O.CNC(C)=O.CNC(C)=O.CNC(C)=O.CNC(C)=O.CNC(C)=O.CNC(C)=O.CNC(C)=O
Gap between HOMO and LUMO (eV): 8.67

Geometry as ORCA input:
```
! wB97M-V def2-TZVPD RIJCOSX def2/J DEFGRID3
* xyz 0 1
C 7.68648 -4.01083 -23.49824
N 7.08871 -3.01721 -22.62806
C 7.03652 -1.70644 -22.94353
C 6.60489 -0.70483 -21.88700
O 7.47139 -1.24004 -24.01330
H 6.91882 -4.76966 -23.64982
H 8.41399 -4.55895 -22.89959
H 8.06656 -3.57723 -24.42326
H 6.88686 -3.21401 -21.65820
H 6.00374 0.11171 -22.28699
H 7.46480 -0.33923 -21.32575
H 5.84567 -1.12756 -21.22900
C 5.58318 -6.74339 -26.67604
N 4.39293 -6.87130 -25.90641
C 3.82972 -8.03554 -25.66052
C 2.36219 -8.00631 -25.18736
O 4.31692 -9.13847 -25.97133
H 6.51366 -6.99931 -26.16927
H 5.82839 -5.74783 -27.04595
H 5.47082 -7.33164 -27.58678
H 3.97095 -6.02217 -25.55854
H 2.01887 -7.02440 -24.86166
H 2.20862 -8.67602 -24.34118
H 1.63998 -8.21285 -25.97720
C 5.54617 -10.57536 -19.64911
N 6.83888 -10.71842 -18.93936
C 8.01453 -10.18389 -19.32529
C 9.25008 -10.26046 -18.44280
O 8.08595 -9.53591 -20.38426
H 5.08940 -9.73488 -19.12657
H 4.93597 -11.44998 -19.42370
H 5.69787 -10.44662 -20.72080
H 6.97528 -11.50679 -18.32295
H 10.11557 -10.70130 -18.93747
H 9.09610 -10.90457 -17.57706
H 9.59045 -9.27458 -18.12611
C 5.23081 -6.75824 -21.67456
N 4.80897 -5.42393 -21.38510
C 3.72548 -4.81789 -21.87777
C 3.39383 -3.41424 -21.34454
O 3.01121 -5.36217 -22.69562
H 4.76965 -7.18050 -22.56739
H 4.99657 -7.38995 -20.81772
H 6.30682 -6.84752 -21.82397
H 5.38026 -4.88621 -20.74904
H 3.88399 -2.69850 -22.00452
H 3.85091 -3.22635 -20.37301
H 2.32687 -3.24231 -21.20257
C -0.98728 1.30247 -20.80856
N 0.21989 0.72354 -21.37787
C 0.28107 -0.26234 -22.26446
C 1.66015 -0.68995 -22.75659
O -0.76908 -0.75620 -22.68924
H -1.12278 2.19908 -21.41339
H -0.96739 1.48407 -19.73397
H -1.81833 0.62598 -21.00806
H 1.09464 0.99144 -20.94989
H 1.77525 -0.42491 -23.80759
H 1.81917 -1.76562 -22.68088
H 2.43924 -0.17023 -22.19890
C 7.47018 -12.09854 -22.66678
N 7.62650 -10.74386 -23.04578
C 7.25235 -10.22672 -24.22491
C 7.65669 -8.79093 -24.40097
O 6.64280 -10.77439 -25.12427
H 8.21597 -12.71408 -23.16978
H 6.49603 -12.56766 -22.80491
H 7.76165 -12.22414 -21.62401
H 7.85517 -10.11958 -22.28547
H 6.84555 -8.09140 -24.19902
H 8.04129 -8.66308 -25.41282
H 8.46872 -8.51749 -23.72721
C 2.49041 -6.14504 -18.08561
N 3.21748 -4.88900 -17.86941
C 4.38214 -4.75894 -17.24735
C 4.91355 -3.38946 -17.02969
O 4.98033 -5.70388 -16.76713
H 2.09377 -6.27229 -19.09288
H 1.60234 -6.20867 -17.45680
H 3.07034 -7.00726 -17.75645
H 2.80731 -4.05133 -18.25692
H 5.98057 -3.52712 -16.85471
H 4.41110 -2.97660 -16.15494
H 4.87363 -2.81147 -17.95296
C -0.22496 -4.79890 -22.51510
N -1.07885 -3.67052 -21.99290
C -1.84423 -3.81119 -20.94452
C -2.74151 -2.65350 -20.63362
O -1.77800 -4.81316 -20.20799
H 0.67802 -4.31917 -22.89270
H -0.70443 -5.35430 -23.32116
H 0.09377 -5.55969 -21.80257
H -1.04699 -2.73455 -22.37113
H -2.94538 -1.94920 -21.44015
H -2.35958 -2.11774 -19.76460
H -3.71213 -3.04263 -20.32612
C 7.57268 -6.13595 -19.38169
N 8.03322 -4.86943 -18.94611
C 7.42900 -3.69842 -19.27660
C 8.10387 -2.40747 -18.90530
O 6.38512 -3.64574 -19.97482
H 6.51066 -6.38089 -19.36743
H 8.00299 -6.90228 -18.73697
H 8.04989 -6.38533 -20.32942
H 8.89638 -4.85490 -18.42187
H 8.25503 -1.79396 -19.79348
H 9.10759 -2.58010 -18.51692
H 7.46593 -1.85741 -18.21351
*
```

***

Below is a cluster of 9 separate species, C27H63N9O9 in total, with properties calculated with wB97M-V/def2-TZVPD.

Summary:
Calculated total energy (eV): -60855.583
HOMO energy (hartree): -0.3324
Structure (SMILES): CN(C)C=O.CN(C)C=O.CN(C)C=O.CN(C)C=O.CN(C)C=O.CN(C)C=O.CN(C)C=O.CN(C)C=O.CN(C)C=O
Gap between HOMO and LUMO (eV): 9.03

Geometry as ORCA input:
```
! wB97M-V def2-TZVPD RIJCOSX def2/J DEFGRID3
* xyz 0 1
C -1.31599 -0.41243 0.77598
N -0.02315 -0.25333 0.15611
C 0.01288 0.65025 -1.00983
C 1.09110 -0.62505 0.80903
O 2.21545 -0.36726 0.38570
H -2.04207 -0.46214 -0.03545
H -1.44176 0.50265 1.35470
H -1.31683 -1.30336 1.40396
H -0.36450 1.64203 -0.76073
H 1.00758 0.83981 -1.41322
H -0.64385 0.33310 -1.81990
H 0.78490 -1.29299 1.62897
C 7.50835 6.03413 0.69906
N 7.07821 5.11299 -0.30859
C 5.65316 4.75246 -0.44583
C 7.93045 4.47304 -1.15625
O 7.68161 3.65944 -2.06512
H 8.58533 6.05708 0.86546
H 7.09179 5.71251 1.65360
H 7.05296 6.98669 0.42822
H 5.12856 5.62708 -0.83044
H 5.45631 3.91825 -1.11921
H 5.34286 4.34077 0.51456
H 8.95513 4.66162 -0.80033
C -5.57503 -3.85368 -3.89045
N -5.71607 -2.81131 -2.92733
C -5.88638 -1.47866 -3.49302
C -5.67737 -3.08453 -1.60149
O -5.84089 -2.33408 -0.67905
H -6.04176 -4.74419 -3.46944
H -4.52038 -4.08545 -4.03913
H -6.21867 -3.58309 -4.72747
H -4.92875 -1.24929 -3.96041
H -6.80143 -1.32057 -4.06379
H -5.91643 -0.87084 -2.58873
H -5.42726 -4.15316 -1.51400
C 0.66185 3.43049 -5.93308
N 1.04378 4.85311 -5.75672
C 1.23704 5.32163 -4.39247
C 1.00314 5.78032 -6.77480
O 0.74357 5.40491 -7.91664
H 0.54870 3.12931 -6.97451
H -0.30762 3.23175 -5.47623
H 1.43860 2.89714 -5.38510
H 1.80858 4.59654 -3.81309
H 1.85286 6.22096 -4.40035
H 0.26556 5.56404 -3.96171
H 1.22940 6.80870 -6.45319
C -4.24049 1.65903 7.77635
N -5.66122 1.55948 7.38390
C -5.73785 0.66584 6.24083
C -6.72290 2.10257 7.94321
O -6.65420 2.92754 8.79613
H -3.51721 1.44614 6.98916
H -4.11661 0.77292 8.39890
H -4.05271 2.41741 8.53641
H -5.09403 1.06679 5.45798
H -5.30466 -0.27990 6.56646
H -6.76259 0.50324 5.90682
H -7.68396 1.64531 7.66134
C -2.95530 -7.70245 4.03556
N -3.32947 -6.78797 5.12440
C -3.94880 -7.41842 6.22974
C -3.05127 -5.51048 5.09881
O -3.26315 -4.80302 6.06982
H -3.78047 -7.78099 3.32773
H -2.62228 -8.66405 4.42611
H -2.01411 -7.41621 3.56614
H -4.00993 -6.73803 7.07910
H -4.96124 -7.77770 6.04543
H -3.38359 -8.27579 6.59519
H -2.65826 -5.04769 4.18035
C 2.76218 -7.05687 -0.86105
N 1.69308 -6.46011 -0.01218
C 0.43822 -6.06415 -0.59388
C 2.05875 -6.22789 1.25781
O 1.32969 -5.57582 2.08176
H 2.30644 -7.90860 -1.36598
H 3.57315 -7.33175 -0.18661
H 3.11527 -6.36871 -1.62907
H -0.39539 -5.89090 0.08669
H 0.54876 -5.14554 -1.17012
H 0.17471 -6.89457 -1.24890
H 3.06918 -6.59986 1.48777
C 7.38294 -2.67437 -4.88189
N 7.45895 -1.75436 -3.73425
C 6.19691 -1.10771 -3.39896
C 8.65396 -1.47458 -3.18022
O 9.66867 -2.17161 -3.25810
H 6.52557 -3.33512 -4.75371
H 8.26862 -3.25422 -5.14159
H 7.15864 -2.19320 -5.83387
H 5.75949 -0.42432 -4.12680
H 5.45535 -1.86914 -3.15731
H 6.27025 -0.61405 -2.42993
H 8.58307 -0.61601 -2.49463
C -2.72348 7.98495 0.76112
N -2.11237 6.69818 0.50711
C -2.88081 5.82049 -0.40509
C -0.80222 6.57651 0.79942
O -0.00419 5.73256 0.46089
H -2.04540 8.58221 1.37070
H -3.69432 7.87431 1.24416
H -2.85414 8.62346 -0.11257
H -3.92556 6.03591 -0.18106
H -2.65922 6.20095 -1.40221
H -2.68261 4.76144 -0.24007
H -0.54940 7.30154 1.58848
*
```

***

Below is a cluster of 5 separate species, C27H64BIN5O8 in total, with properties calculated with wB97M-V/def2-TZVPD.

Summary:
Calculated total energy (eV): -61642.800
HOMO energy (spin up / spin down) (hartree): -0.2922 / -0.3369
Gap between HOMO and LUMO (spin up / spin down) (eV): 7.95 / 9.16

Geometry as ORCA input:
```
! wB97M-V def2-TZVPD RIJCOSX def2/J DEFGRID3
* xyz 0 2
C 3.85892 -0.11583 2.44056
C 2.64659 -0.24212 3.40261
C 2.99171 -1.43727 4.31661
C 1.41777 -0.58758 2.54341
C 0.03723 -0.12854 3.08105
C -0.61385 -1.11185 4.05601
C -0.12162 -1.06846 5.47598
O 0.65859 -0.38717 5.93843
I -1.11215 -2.53182 6.77944
B -0.90498 -0.07975 1.79089
O -0.58267 0.77997 0.80121
O -2.01963 -0.90093 1.59150
C 0.07758 1.34549 3.61001
C 1.48153 1.94472 3.70710
C 1.89440 2.64916 2.39962
C 1.38879 3.07153 4.77570
N 2.50278 0.99812 4.19093
O 3.61215 1.54755 4.49397
H 3.77833 -0.84435 1.64447
H 4.00266 0.89211 2.07804
H 4.74067 -0.37142 3.01360
H 3.55091 -1.09689 5.17734
H 2.12416 -2.02602 4.58793
H 3.64076 -2.09100 3.74383
H 1.56997 -0.23128 1.53116
H 1.38173 -1.67167 2.48275
H -1.68679 -0.96653 4.10453
H -0.46715 -2.13067 3.70784
H -1.28516 0.78532 0.13249
H -2.78672 -0.52656 2.04724
H -0.37668 1.38144 4.59488
H -0.47900 2.00318 2.96048
H 2.19163 1.96276 1.61902
H 1.00248 3.15732 2.04950
H 2.62374 3.41975 2.59903
H 2.09592 3.86585 4.60273
H 0.35864 3.41053 4.81527
H 1.59631 2.61294 5.73461
C 0.56284 -6.06916 5.80063
C -0.23558 -6.00352 4.50211
C -0.27841 -7.33055 3.72986
O 0.91051 -7.65038 3.03128
C 1.93620 -8.22839 3.81856
N 0.28668 -4.90664 3.67497
H 1.63881 -6.04682 5.62795
H 0.31886 -5.20737 6.41790
H 0.32616 -6.97175 6.36837
H -1.26784 -5.75836 4.77078
H -1.05049 -7.24621 2.95983
H -0.57383 -8.16161 4.38356
H 1.53051 -8.87239 4.60363
H 2.57438 -7.45943 4.25913
H 2.55591 -8.83471 3.15775
H -0.31583 -4.79050 2.86378
H 1.17190 -5.21682 3.28021
C 5.16918 6.11368 -2.14915
C 5.67435 5.84954 -0.73372
C 5.65595 4.36578 -0.33436
O 4.37554 3.85185 -0.01911
C 3.58249 3.48675 -1.13437
N 4.91192 6.67948 0.20425
H 4.08247 6.06846 -2.21421
H 5.46629 7.11141 -2.47266
H 5.58545 5.39448 -2.85784
H 6.71861 6.17423 -0.69757
H 6.24247 4.25821 0.58215
H 6.14226 3.74107 -1.09538
H 4.18846 3.08280 -1.95001
H 2.99178 4.33362 -1.49078
H 2.88548 2.71545 -0.80372
H 5.31987 6.59358 1.13144
H 3.98956 6.26144 0.30292
C -0.60374 0.68266 -5.77617
C -0.27277 0.18357 -4.37267
C -1.49685 0.06215 -3.45238
O -1.98041 1.29593 -2.94880
C -2.80729 2.02052 -3.84475
N 0.76407 1.04513 -3.79465
H -0.77894 1.75757 -5.80110
H 0.22792 0.47987 -6.45099
H -1.48854 0.18204 -6.17544
H 0.14543 -0.82207 -4.47762
H -1.19691 -0.51329 -2.57149
H -2.30714 -0.50027 -3.93441
H -3.42024 1.35721 -4.46164
H -2.20973 2.67879 -4.47857
H -3.46900 2.65002 -3.24886
H 1.06904 0.65021 -2.90852
H 0.32202 1.92329 -3.53242
C -8.46186 -0.67568 -7.01972
C -7.01562 -1.15021 -7.12643
C -6.09574 -0.58856 -6.03105
O -5.71030 0.76248 -6.21207
C -6.67031 1.71803 -5.79663
N -6.51614 -0.84885 -8.47140
H -8.58889 0.34438 -7.38094
H -9.10943 -1.31036 -7.62446
H -8.81773 -0.72130 -5.98814
H -7.02269 -2.23772 -7.00655
H -5.16279 -1.15929 -6.05258
H -6.53016 -0.73137 -5.03265
H -7.22689 1.37928 -4.91850
H -7.36053 1.95913 -6.60751
H -6.13438 2.63179 -5.53782
H -5.59548 -1.26444 -8.58594
H -6.34047 0.15222 -8.51706
*
```